[1]
Density functional theory data (ωB97M-V/def2-TZVPD) for 2 unconnected molecules or ions with the total composition C6H13ClNO at a distorted geometry.

- energy above the lowest of the compared OMol25 structures with the same formula, charge and spin (eV) = 1.832
- net charge = +1
- LUMO level (eV) = -2.83
- Kohn-Sham gap (hartree) = 0.358
- DFT total energy (Eh) = -826.2327

Element x y z (Å)
C: -3.85 -0.94 -0.75
C: -4.66 -0.77 0.17
C: 0.32 -1.33 -0.68
C: 0.83 0.98 -0.95
C: 1.66 -0.24 0.95
C: -0.78 0.33 0.72
N: 0.48 -0.09 0.06
O: -3.02 -1.28 -1.43
Cl: -0.70 2.02 1.31
H: -5.80 -0.76 -0.02
H: -4.26 0.00 1.01
H: -1.54 0.41 -0.08
H: 1.28 -1.54 -1.26
H: 0.21 -2.19 -0.02
H: -0.51 -1.31 -1.40
H: -0.08 1.51 -1.09
H: 1.64 1.62 -0.71
H: 1.25 0.57 -1.88
H: 1.83 -1.06 1.71
H: 2.63 -0.36 0.24
H: 1.77 0.81 1.32
H: -0.94 -0.23 1.70

From a Löwdin analysis of the wavefunction, the atomic charges in e read: C -0.40; C 0.00; C -0.03; C -0.02; C -0.02; C -0.48; N -0.44; O 0.18; Cl 0.68; H 0.12; H 0.13; H 0.09; H 0.15; H 0.12; H 0.11; H 0.07; H 0.10; H 0.12; H 0.14; H 0.17; H 0.09; H 0.14


[2]
Density functional theory data (ωB97M-V/def2-TZVPD) for a molecular structure, C6H13ClO2SSi at a distorted geometry.

- LUMO level (spin up / spin down) (eV) = -0.57 / -2.07
- Kohn-Sham gap (spin up / spin down) (hartree) = 0.338 / 0.258
- DFT total energy (Eh) = -1534.6084

Element x y z (Å)
C: -0.86 1.48 1.32
C: -0.57 2.49 0.24
C: -0.83 0.03 0.80
C: 0.55 -2.51 0.33
C: 2.15 0.42 0.82
C: 0.71 -0.42 -1.93
O: -2.32 -1.68 -0.67
O: -2.04 0.53 -1.59
Si: 0.72 -0.66 0.00
S: -2.04 -0.27 -0.41
Cl: -3.70 0.16 0.73
H: -0.08 1.38 2.01
H: -1.86 1.87 1.76
H: -1.34 2.69 -0.54
H: 0.43 2.78 0.03
H: 1.30 -3.03 -0.24
H: 0.86 -2.71 1.30
H: -0.47 -2.91 0.07
H: 3.11 0.12 0.49
H: 1.94 1.49 0.56
H: 2.12 0.07 1.90
H: -0.26 -0.37 -2.36
H: 1.27 0.42 -2.20
H: 1.20 -1.37 -2.41

From a Löwdin analysis of the wavefunction, the atomic charges in e read: C -0.34; C 0.08; C -0.32; C -0.17; C -0.15; C -0.15; O -0.37; O -0.33; Si 0.57; S 0.28; Cl 0.40; H 0.06; H 0.12; H 0.07; H 0.04; H 0.02; H 0.00; H 0.06; H -0.01; H 0.02; H 0.06; H -0.02; H 0.00; H 0.08


[3]
Density functional theory data (ωB97M-V/def2-TZVPD) for a molecular structure, C6H13CuO3 at a distorted geometry.

- energy above the lowest of the compared OMol25 structures with the same formula, charge and spin (eV) = 0.000
- LUMO level (spin up / spin down) (eV) = 0.43 / -1.82
- multiplicity = 3
- Kohn-Sham gap (spin up / spin down) (hartree) = 0.303 / 0.270
- DFT total energy (Eh) = -2102.4526
- expectation value of S² = 2.006

Element x y z (Å)
C: 3.29 -0.13 -0.48
C: 3.62 -0.73 0.88
H: 3.56 -0.82 -1.29
H: 3.84 0.81 -0.65
H: 3.24 -1.76 0.97
H: 3.15 -0.15 1.69
H: 4.71 -0.77 1.05
O: -2.29 2.62 -0.83
C: -1.00 2.23 -1.16
C: -0.79 0.75 -0.98
O: -1.49 0.26 0.09
C: -1.85 -1.13 0.17
C: -2.98 -1.21 1.18
O: -3.96 -0.25 0.94
Cu: -3.19 1.31 0.20
H: -0.24 2.77 -0.54
H: -0.74 2.47 -2.21
H: 2.21 0.10 -0.58
H: -0.97 -1.72 0.46
H: -2.19 -1.45 -0.83
H: -2.55 -1.10 2.20
H: -3.39 -2.24 1.13
H: 0.02 0.15 -1.40

From a Löwdin analysis of the wavefunction, the atomic charges in e read: C -0.18; C -0.18; H 0.06; H 0.07; H 0.06; H 0.06; H 0.07; O -0.30; C -0.35; C -0.09; O -0.20; C -0.16; C -0.33; O -0.30; Cu 0.87; H 0.12; H 0.12; H 0.04; H 0.13; H 0.14; H 0.12; H 0.12; H 0.11


[4]
Density functional theory data (ωB97M-V/def2-TZVPD) for 2 unconnected molecules or ions with the total composition C6H13FINO5S2 at a distorted geometry.

- LUMO level (eV) = 0.30
- Kohn-Sham gap (hartree) = 0.345
- DFT total energy (Eh) = -1861.2325

Element x y z (Å)
C: 0.45 -1.16 -0.24
O: -0.06 -0.13 0.62
C: -1.20 -0.48 1.30
N: -2.28 -0.90 0.39
C: -3.27 -1.79 0.97
C: -3.51 -3.00 0.05
O: -2.91 -3.17 -0.97
I: -4.98 -4.37 0.79
S: -2.98 0.31 -0.50
O: -2.70 0.12 -1.86
O: -4.29 0.58 -0.06
F: -2.12 1.49 -0.04
H: -0.05 -2.11 -0.10
H: 1.50 -1.28 -0.04
H: 0.36 -0.82 -1.25
H: -0.97 -1.29 1.98
H: -1.50 0.37 1.89
H: -2.85 -2.20 1.88
H: -4.20 -1.31 1.25
C: 2.43 2.37 -0.60
S: 3.70 1.25 -1.18
O: 3.69 0.08 -0.27
C: 5.10 2.27 -0.70
H: 1.46 1.90 -0.77
H: 2.57 2.57 0.46
H: 2.48 3.30 -1.17
H: 5.05 2.47 0.37
H: 5.07 3.20 -1.26
H: 6.01 1.73 -0.93

From a Löwdin analysis of the wavefunction, the atomic charges in e read: C -0.05; O -0.16; C -0.25; N -0.18; C -0.23; C -0.82; O 0.04; I 0.83; S 0.58; O -0.20; O -0.22; F -0.10; H 0.09; H 0.07; H 0.09; H 0.14; H 0.13; H 0.12; H 0.11; C -0.26; S 0.80; O -0.55; C -0.27; H 0.04; H 0.06; H 0.05; H 0.06; H 0.05; H 0.05


[5]
Density functional theory data (ωB97M-V/def2-TZVPD) for a molecular structure, C6H13FInSSr at a distorted geometry.

- net charge = +1
- LUMO level (eV) = -5.48
- Kohn-Sham gap (hartree) = 0.105
- DFT total energy (Eh) = -954.7792

Element x y z (Å)
C: 3.47 -0.67 -1.01
C: 2.95 -0.58 0.19
In: 0.95 0.16 0.48
C: 0.64 2.05 -0.82
S: 0.70 0.67 2.87
C: -0.70 -1.25 -0.24
C: -1.91 -1.17 0.73
C: -3.12 -0.37 0.30
F: -3.70 -0.82 -0.86
H: 3.35 -1.58 -1.61
H: 4.02 0.15 -1.48
H: 3.52 -0.85 1.06
H: -0.45 2.22 -0.86
H: 1.15 2.91 -0.43
H: 0.99 1.85 -1.86
H: 1.47 1.76 2.96
H: -0.95 -0.98 -1.29
H: -0.32 -2.24 -0.30
H: -1.58 -0.69 1.64
H: -2.24 -2.15 1.02
H: -2.85 0.70 0.21
H: -3.83 -0.39 1.11
Sr: -1.53 1.26 -1.81

From a Löwdin analysis of the wavefunction, the atomic charges in e read: C -0.10; C -0.34; In 0.51; C -0.30; S 0.28; C -0.26; C -0.26; C -0.26; F -0.03; H 0.06; H 0.06; H 0.03; H -0.22; H 0.02; H 0.01; H -0.26; H -0.04; H 0.04; H 0.06; H 0.12; H 0.07; H 0.13; Sr 1.67


[6]
Density functional theory data (ωB97M-V/def2-TZVPD) for a gas-phase ion, C6H13FN3 (charge +1) at a distorted geometry.

- energy above the lowest of the compared OMol25 structures with the same formula, charge and spin (eV) = 2.769
- net charge = +1
- SMILES = CC(C)N1[NH+]=CN(C)[C@H]1F
- LUMO level (eV) = -3.64
- Kohn-Sham gap (hartree) = 0.373
- DFT total energy (Eh) = -500.2084

Element x y z (Å)
C: -1.23 -1.48 0.06
C: -1.13 0.66 -0.91
C: 2.81 -0.10 -0.71
C: 1.50 0.72 1.31
C: -3.23 -0.02 0.37
C: 1.41 0.52 -0.26
N: -1.91 -0.29 -0.10
N: 0.36 -0.15 -0.94
N: 0.01 -1.37 -0.25
F: -1.07 1.82 -0.29
H: -1.54 -2.36 0.55
H: -1.48 0.95 -1.85
H: 3.07 -1.10 -0.42
H: 2.83 0.01 -1.76
H: 3.59 0.48 -0.17
H: 1.37 -0.24 1.61
H: 0.65 1.14 1.87
H: 2.38 1.23 1.60
H: -3.84 0.00 -0.53
H: -3.44 -0.79 1.08
H: -3.17 0.97 0.67
H: 1.33 1.47 -0.76
H: 0.72 -2.08 -0.16

From a Löwdin analysis of the wavefunction, the atomic charges in e read: C 0.00; C -0.16; C -0.02; C -0.01; C 0.02; C -0.38; N -0.05; N 0.05; N 0.11; F 0.11; H 0.16; H 0.15; H 0.06; H 0.07; H 0.10; H 0.02; H 0.09; H 0.08; H 0.12; H 0.11; H 0.08; H 0.13; H 0.18